1.
Below is a cluster of 3 separate species, C4H16N2O4 in total, with properties calculated with ωB97M-V/def2-TZVPD.

Calculated values
Net charge: +2
Maximum force (Eh/bohr): 0.0381
Orbital gap (eV): 12.4551
Spin multiplicity: 1
E_LUMO (eV): -6.328

Each line ends with the Löwdin charge.
CARTESIAN COORDINATES (ANGSTROEM)
O: -2.69273 0.54223 -0.50089  0.192
C: -1.99422 -0.23242 0.07196  -0.496
O: -1.65929 -1.46909 -0.34015  0.131
C: -1.20842 0.07776 1.33940  -0.156
C: 0.17684 0.59692 0.86509  -0.097
C: 1.29657 -0.44108 0.88911  -0.099
N: 1.37563 -1.33452 -0.35606  0.202
N: -1.98183 1.13292 2.07965  0.265
H: -2.07275 -1.62799 -1.21023  0.161
H: -1.09326 -0.79010 1.95881  0.162
H: 0.51342 1.33625 1.59180  0.135
H: 0.11577 1.12978 -0.07736  0.132
H: 1.08388 -1.12732 1.71001  0.137
H: 2.25453 0.02817 1.04226  0.132
H: 1.32913 -2.27991 0.01157  0.172
H: 0.49826 -1.20518 -0.88984  0.093
H: 2.19037 -1.06181 -0.91877  0.144
H: -1.40979 1.95329 2.32245  0.187
H: -2.74245 1.49224 1.48176  0.178
H: -2.44638 0.80574 2.92156  0.189
H: -0.03451 -0.85822 -3.57021  0.088
H: 0.18818 0.36990 -2.67092  0.058
O: -0.11687 -0.54625 -2.65937  -0.033
H: 3.00097 1.75275 -1.15827  0.084
H: 2.85195 0.79829 -2.42079  0.073
O: 2.57700 0.95765 -1.51256  -0.035

Forces on the atoms, in the same order (eV/Å):
O -0.2 0.2 0.3
C 0.2 -1.1 -0.2
O -0.2 0.5 0.0
C 0.1 0.6 -0.8
C 0.3 0.2 0.7
C -0.7 -0.7 -0.2
N -1.1 0.9 1.3
N 0.0 0.7 -0.3
H 0.0 0.0 0.0
H -0.1 -0.3 0.4
H 0.0 0.2 0.1
H -0.1 0.0 -0.3
H 0.4 0.1 0.1
H 0.2 0.0 -0.1
H 0.7 -0.4 -0.6
H 0.6 0.0 -0.6
H -0.2 -0.3 0.0
H -0.1 -0.3 0.1
H 0.1 0.0 -0.3
H 0.1 -0.3 0.4
H -0.1 0.0 0.0
H -0.1 0.0 -0.2
O 0.2 0.1 0.2
H 0.2 -0.2 -0.6
H 0.4 0.5 0.0
O -0.5 -0.4 0.5



2.
Below is an isolated molecule of CH5BS, with properties calculated with ωB97M-V/def2-TZVPD.

Calculated values
Energy relative to the best compared isomer or geometry (same formula, charge and spin) (eV): 3.979
Net charge: 0
Maximum force (Eh/bohr): 0.0694
Orbital gap (eV): 8.1500
Spin multiplicity: 1
E_LUMO (eV): -0.175

Each line ends with the Löwdin charge.
CARTESIAN COORDINATES (ANGSTROEM)
B: -0.79097 0.85771 0.17439  -0.321
C: 0.76883 -1.20435 -0.02990  -0.362
S: 1.02292 0.61555 0.03189  0.790
H: -1.38426 0.90012 -0.82626  -0.006
H: -1.31545 0.66172 1.16530  -0.022
H: -0.41057 -1.26790 -0.07653  -0.013
H: 0.94388 -1.46080 0.96145  -0.083
H: 1.16563 0.89795 -1.40035  0.018

Forces on the atoms, in the same order (eV/Å):
B 0.8 -1.1 -0.9
C -2.8 1.4 -1.6
S 0.4 0.4 -2.3
H -0.2 0.3 -0.5
H -0.2 0.2 1.3
H 1.5 -0.2 -0.5
H 0.7 -0.6 2.2
H -0.2 -0.4 2.3



3.
Below is an isolated molecule of C4H6O2S2, with properties calculated with ωB97M-V/def2-TZVPD.

Calculated values
Structure (SMILES): O=C1OC[C@@H](S)[C@H]1S
Energy relative to the best compared isomer or geometry (same formula, charge and spin) (eV): 0.913
Net charge: 0
Maximum force (Eh/bohr): 0.0127
Orbital gap (eV): 9.9683
Spin multiplicity: 1
E_LUMO (eV): 0.396

Each line ends with the Löwdin charge.
CARTESIAN COORDINATES (ANGSTROEM)
O: -0.25390 -2.12478 1.26043  0.140
C: -0.05055 -0.97604 1.01680  -0.549
O: 1.10103 -0.32238 1.33866  0.005
C: 1.33590 0.73260 0.35599  -0.158
C: 0.22087 0.54591 -0.69762  -0.637
S: 0.71770 -0.57046 -2.04276  0.780
C: -0.88682 0.00984 0.21245  -0.624
S: -2.39730 -0.63022 -0.50971  0.806
H: 1.23356 1.69306 0.87508  0.130
H: 2.33853 0.58032 -0.04334  0.119
H: -0.00745 1.48579 -1.20310  0.107
H: 0.92180 -1.66627 -1.29920  -0.112
H: -1.11166 0.83202 0.90598  0.129
H: -3.16172 0.41061 -0.16966  -0.136

Forces on the atoms, in the same order (eV/Å):
O -0.1 0.3 0.3
C 0.0 -0.1 -0.1
O 0.2 -0.2 -0.5
C -0.4 -0.2 0.3
C 0.6 0.1 0.0
S -0.1 0.1 -0.1
C 0.1 0.4 0.1
S 0.0 -0.2 -0.1
H 0.2 -0.1 -0.2
H -0.1 0.2 0.1
H -0.2 -0.1 0.2
H 0.0 0.0 0.1
H -0.2 -0.2 -0.1
H 0.0 0.1 0.0



4.
Below is a structure of composition C13H25N2O8S2, with properties calculated with ωB97M-V/def2-TZVPD.

Calculated values
Net charge: -1
Maximum force (Eh/bohr): 0.0480
Orbital gap (eV): 8.6002
Spin multiplicity: 1
E_LUMO (eV): 2.409

Each line ends with the Löwdin charge.
CARTESIAN COORDINATES (ANGSTROEM)
N: 1.95337 1.05455 -0.35283  0.170
C: 1.15197 0.23548 -0.51069  -0.444
O: 0.24825 -0.64343 -0.30718  -0.112
S: 0.56049 -2.10984 -1.11554  0.469
O: 1.42583 -1.80393 -2.20555  -0.299
O: -0.74344 -2.53016 -1.45779  -0.281
N: 1.14971 -3.05055 -0.01384  -0.314
S: 2.77219 -3.07399 0.04466  0.509
O: 3.25797 -4.34429 -0.40787  -0.364
O: 3.23470 -2.74022 1.35839  -0.368
H: 3.25191 -2.15224 -0.81815  0.069
C: -2.52530 1.79742 2.69411  -0.171
C: -2.82149 3.05777 1.88711  -0.170
C: -1.46265 3.35605 1.26731  -0.203
O: -0.81654 2.09761 1.08506  -0.145
C: -1.53541 1.07845 1.78693  -0.202
H: -3.40744 1.19817 2.91639  0.106
H: -2.04692 2.06305 3.64022  0.110
H: -3.54960 2.83531 1.10344  0.097
H: -3.20592 3.88349 2.48492  0.108
H: -0.84501 3.96716 1.93636  0.115
H: -1.53862 3.86564 0.30603  0.116
H: -2.05164 0.45329 1.05128  0.117
H: -0.83105 0.45332 2.33477  0.123
C: 8.24615 -2.31313 -0.35542  -0.180
C: 7.69653 -3.39040 0.57405  -0.172
C: 6.23428 -2.98119 0.70021  -0.207
O: 5.88842 -2.34870 -0.54057  -0.152
C: 7.06857 -2.09473 -1.29630  -0.209
H: 9.15816 -2.60223 -0.87836  0.104
H: 8.45173 -1.40036 0.20931  0.109
H: 7.77266 -4.36913 0.09361  0.112
H: 8.20410 -3.44326 1.53664  0.106
H: 6.08756 -2.25716 1.50649  0.120
H: 5.56804 -3.82156 0.87032  0.100
H: 7.09816 -2.79827 -2.13721  0.117
H: 7.02887 -1.07971 -1.69577  0.116
C: -6.66031 1.75076 -2.37239  -0.172
C: -7.21435 1.13412 -1.09267  -0.173
C: -6.34948 1.79760 -0.03034  -0.208
O: -6.00630 3.09468 -0.53545  -0.149
C: -6.35139 3.17021 -1.92149  -0.209
H: -7.35101 1.71516 -3.21332  0.109
H: -5.74077 1.24025 -2.66463  0.117
H: -8.26026 1.42185 -0.96027  0.111
H: -7.15481 0.04768 -1.06738  0.112
H: -5.42261 1.23723 0.13211  0.114
H: -6.86185 1.90486 0.92621  0.116
H: -7.23012 3.81798 -2.02195  0.114
H: -5.52532 3.61934 -2.47299  0.116

Forces on the atoms, in the same order (eV/Å):
N -0.1 -0.1 -0.8
C 0.9 1.2 1.6
O -0.4 -0.2 -0.7
S -0.3 -2.4 0.1
O 0.7 0.9 -0.2
O -1.3 0.1 0.1
N 0.5 1.2 -0.7
S 0.6 -0.9 0.6
O -0.1 -0.6 -0.7
O -0.1 0.8 0.7
H -0.4 0.1 0.0
C 0.1 0.1 0.1
C -0.1 -0.1 -0.1
C 0.1 -0.1 0.1
O -0.2 0.0 0.1
C -0.1 0.0 -0.1
H 0.0 0.0 0.0
H 0.0 0.0 0.0
H 0.0 0.1 0.0
H 0.0 0.0 0.0
H 0.0 0.1 0.0
H 0.0 0.0 0.0
H 0.0 -0.1 0.1
H 0.1 0.0 -0.1
C 0.0 0.1 0.1
C 0.0 -0.1 -0.1
C 0.1 0.1 0.1
O 0.2 0.0 0.1
C -0.1 -0.1 -0.1
H 0.0 0.0 0.0
H 0.0 0.0 0.0
H 0.0 0.0 0.0
H 0.0 0.0 0.0
H 0.0 0.0 0.0
H -0.1 0.0 -0.1
H 0.1 0.0 0.0
H -0.1 0.0 0.0
C 0.1 -0.1 0.0
C -0.1 0.1 0.0
C 0.2 0.0 0.0
O -0.1 -0.2 0.0
C -0.1 0.1 0.1
H 0.0 0.0 0.0
H 0.0 0.0 0.0
H 0.0 0.0 0.0
H 0.0 0.0 0.0
H 0.0 -0.1 0.0
H 0.0 0.1 0.0
H 0.0 0.0 -0.1
H 0.0 0.0 0.1



5.
Below is a structure of composition C23H31N4O3Si2W, with properties calculated with ωB97M-V/def2-TZVPD.

Calculated values
Energy relative to the best compared isomer or geometry (same formula, charge and spin) (eV): 0.432
Net charge: +3
Maximum force (Eh/bohr): 0.0301
Orbital gap (eV): 6.7885
Spin multiplicity: 1
E_LUMO (eV): -10.023

Each line ends with the Löwdin charge.
CARTESIAN COORDINATES (ANGSTROEM)
W: 0.22727 -0.52826 -0.05249  1.501
C: 0.10118 -2.46359 3.84604  0.047
C: 0.18503 -1.30086 2.92438  -0.256
O: 0.03446 -1.54959 1.68426  -0.211
C: 0.41112 0.03267 3.39157  -0.083
C: 0.56703 0.31715 4.76290  0.035
C: 0.79031 1.60703 5.18476  -0.006
C: 0.86601 2.64393 4.25129  0.011
C: 0.71953 2.40159 2.89532  0.032
C: 0.49511 1.10164 2.47897  -0.245
O: 0.33106 0.85331 1.15670  -0.242
H: -0.05157 -3.38138 3.28674  0.099
H: -0.72123 -2.32501 4.55169  0.125
H: 1.01836 -2.54616 4.43226  0.123
H: 0.50419 -0.48041 5.48997  0.133
H: 0.90181 1.82085 6.23835  0.134
H: 1.03680 3.65674 4.59216  0.136
H: 0.75732 3.20214 2.16969  0.133
C: -2.53471 -3.12710 0.86914  -0.171
Si: -2.34265 -1.44036 0.10633  0.618
C: -2.87698 -0.06511 1.28139  -0.149
C: -3.11118 -1.34769 -1.57412  -0.323
C: -4.22519 -2.10673 -1.93384  -0.059
C: -4.82082 -1.92342 -3.17482  -0.022
C: -4.31399 -0.98336 -4.06403  -0.027
C: -3.20682 -0.22279 -3.71724  -0.065
C: -2.59213 -0.41173 -2.47712  -0.334
Si: -1.04862 0.46257 -1.98092  0.607
C: -0.95054 2.22610 -2.56728  -0.161
C: 0.51971 -0.51726 -2.65927  -0.195
H: -3.43094 -3.11129 1.49610  0.063
H: -1.70461 -3.43082 1.50404  0.017
H: -2.68069 -3.89030 0.10368  0.047
H: -3.24341 -0.51976 2.20486  0.055
H: -3.71230 0.45686 0.80802  0.061
H: -2.14323 0.69117 1.55326  0.015
H: -4.65008 -2.83156 -1.24914  0.115
H: -5.68755 -2.51036 -3.44798  0.128
H: -4.78134 -0.84611 -5.02981  0.127
H: -2.82439 0.49938 -4.42980  0.113
H: -1.76063 2.37441 -3.28436  0.050
H: -0.00982 2.43644 -3.07820  0.032
H: -1.10770 2.95439 -1.76953  0.048
H: 0.01846 -1.10679 -3.43142  0.080
H: 1.19420 -1.24016 -2.18309  0.011
H: 1.16809 0.24110 -3.08763  0.049
N: 0.28016 -3.78244 -0.84455  0.299
C: 0.25277 -2.66312 -0.60116  -0.132
H: 0.28279 -4.76479 -1.07292  0.158
C: 5.37795 2.70029 -1.28358  0.037
N: 4.21421 1.84841 -1.03619  -0.054
C: 4.30053 0.49342 -0.50930  0.027
C: 2.84535 0.15015 -0.46892  -0.432
O: 2.31979 -0.94331 -0.08167  -0.094
N: 2.08231 1.12941 -0.90532  0.135
C: 2.94184 2.16604 -1.21862  -0.331
N: 2.50040 3.33316 -1.64232  0.270
H: 6.23243 2.06396 -1.49869  0.113
H: 5.59911 3.32119 -0.41621  0.114
H: 5.20444 3.32413 -2.15897  0.104
H: 4.76374 0.45829 0.47955  0.168
H: 4.85099 -0.17610 -1.17536  0.169
H: 1.51259 3.47623 -1.77397  0.114
H: 3.12467 4.09359 -1.86361  0.140

Forces on the atoms, in the same order (eV/Å):
W 1.4 0.6 -0.2
C 0.0 0.0 0.0
C -0.1 0.1 0.0
O -0.1 -0.3 0.3
C 0.1 0.0 0.0
C 0.0 0.0 0.0
C 0.0 0.0 0.0
C 0.0 0.0 0.0
C 0.0 0.0 0.0
C -0.1 0.0 0.0
O -0.1 0.3 0.3
H 0.0 0.0 0.0
H 0.0 0.0 0.0
H 0.0 0.0 0.0
H 0.0 0.0 0.0
H 0.0 0.0 0.0
H 0.0 0.0 0.0
H 0.0 0.0 0.0
C 0.1 0.0 0.0
Si -0.1 0.0 -0.2
C 0.0 0.0 0.0
C 0.0 -0.1 0.1
C 0.0 0.0 0.0
C 0.0 0.0 0.0
C 0.0 0.0 0.0
C 0.0 0.0 0.0
C 0.0 0.2 -0.1
Si -0.6 -0.4 -0.3
C 0.1 0.0 0.2
C 0.0 -0.1 0.5
H 0.0 0.0 0.0
H 0.0 0.0 0.0
H 0.0 0.0 0.0
H 0.0 0.0 0.0
H 0.0 0.0 0.0
H 0.0 0.0 0.0
H 0.0 0.0 0.0
H 0.0 0.0 0.0
H 0.0 0.0 0.0
H 0.0 0.0 0.0
H 0.0 0.0 0.0
H 0.0 0.0 0.0
H 0.0 0.0 0.0
H -0.1 0.0 0.1
H 0.1 0.0 -0.2
H 0.0 0.0 0.0
N 0.0 0.0 -0.1
C -0.3 0.0 0.0
H 0.1 0.0 0.0
C 0.0 0.0 0.0
N 0.0 0.0 0.0
C 0.0 0.0 0.0
C 0.0 0.0 -0.1
O -0.3 -0.1 -0.2
N 0.1 0.0 0.0
C 0.0 0.0 0.1
N 0.0 0.0 0.0
H 0.0 0.0 0.0
H 0.0 0.0 0.0
H 0.0 0.0 0.0
H 0.0 0.0 0.0
H 0.0 0.0 0.0
H 0.0 0.0 0.0
H 0.0 0.0 0.0



6.
Below is the ion C3H5N2 with charge +1, with properties calculated with ωB97M-V/def2-TZVPD.

Calculated values
Structure (SMILES): C1[C@@]23N[C@@]12[NH2+]3
Energy relative to the best compared isomer or geometry (same formula, charge and spin) (eV): 6.215
Net charge: +1
Maximum force (Eh/bohr): 0.0713
Orbital gap (eV): 10.9403
Spin multiplicity: 1
E_LUMO (eV): -5.057

Each line ends with the Löwdin charge.
CARTESIAN COORDINATES (ANGSTROEM)
C: -0.99203 0.51997 0.01761  0.078
C: 0.27095 0.06434 0.78143  -0.089
N: 1.26006 0.75626 -0.01488  0.166
C: 0.26531 0.03970 -0.74563  -0.162
N: 0.34238 -1.20919 -0.03590  0.226
H: -1.94355 -0.00133 -0.11328  0.128
H: -1.31535 1.48320 -0.13036  0.091
H: 1.35348 1.74676 0.08803  0.141
H: 1.28989 -1.60192 0.04724  0.197
H: -0.53112 -1.79780 0.10575  0.225

Forces on the atoms, in the same order (eV/Å):
C 0.2 -2.3 -1.0
C -2.0 1.1 0.5
N 1.6 -3.2 0.6
C -2.3 2.2 -1.1
N 1.0 -0.3 1.6
H 0.5 -1.1 0.6
H 0.5 2.8 0.3
H -0.6 0.7 -0.5
H -0.4 -0.5 -0.2
H 1.6 0.6 -0.7